Record 1
This record from OMol25 describes a cluster of 2 separate species, C4H10OS in total in a non-equilibrium geometry. The level of theory is wB97M-V/def2-TZVPD.

Output
structure (SMILES) = C=CO.CCS
HOMO energy = -0.321 hartree
2S+1 = 1
energy relative to the best compared isomer or geometry (same formula, charge and spin) = 170.7 kJ/mol
E_LUMO = 0.7 eV
total energy = -17191.0564 eV

Each line ends with the natural charge from an NBO analysis.
Element x y z (Å)
C 1.06 2.91 0.53  -0.488
C 1.23 1.76 -0.12  0.102
O 0.59 1.70 -1.38  -0.684
H 1.11 2.95 1.62  0.211
H 0.83 3.80 -0.02  0.216
H 1.72 0.85 0.20  0.179
H 1.01 0.94 -1.78  0.471
C -0.64 -2.60 -0.37  -0.629
C -0.94 -1.46 0.55  -0.504
S -1.93 0.00 -0.03  -0.088
H -1.41 -3.34 -0.58  0.223
H 0.00 -3.28 0.22  0.212
H -0.02 -2.32 -1.23  0.207
H -1.51 -1.88 1.38  0.214
H -0.07 -1.02 1.05  0.214
H -1.03 0.99 -0.04  0.145

***

Record 2
This record from OMol25 describes a structure of composition C4H10OSSi in a non-equilibrium geometry. The level of theory is wB97M-V/def2-TZVPD.

Output
HOMO energy = -0.329 hartree
2S+1 = 1
energy relative to the best compared isomer or geometry (same formula, charge and spin) = 270.3 kJ/mol
E_LUMO = -0.1 eV
total energy = -25068.4730 eV

Each line ends with the natural charge from an NBO analysis.
Element x y z (Å)
C -0.75 3.65 -1.85  -0.473
C -0.45 2.66 -1.07  -0.034
C 0.69 -2.46 0.67  -0.644
C 1.03 -1.00 0.21  -0.046
O 0.30 0.06 0.76  -0.907
Si -1.27 0.21 0.98  1.331
S -1.38 2.37 1.09  -0.412
H -0.34 3.77 -2.88  0.231
H -1.45 4.46 -1.67  0.232
H 0.30 1.96 -1.04  0.194
H 1.02 -2.45 1.71  0.207
H -0.46 -2.65 0.68  0.207
H 1.24 -3.21 0.02  0.226
H 0.81 -1.05 -0.89  0.154
H 2.11 -0.86 0.35  0.182
H -1.87 -0.67 1.84  -0.208
H -1.81 -0.08 -0.34  -0.240

***

Record 3
This record from OMol25 describes an isolated molecule of C4H10S2 in a non-equilibrium geometry. The level of theory is wB97M-V/def2-TZVPD.

Output
structure (SMILES) = CCCSSC
HOMO energy = -0.313 hartree
2S+1 = 1
energy relative to the best compared isomer or geometry (same formula, charge and spin) = 54.9 kJ/mol
E_LUMO = 0.7 eV
total energy = -25980.4156 eV

Each line ends with the natural charge from an NBO analysis.
Element x y z (Å)
C 0.54 -0.12 -2.14  -0.621
C 0.93 0.39 -0.77  -0.409
C 0.91 -0.73 0.30  -0.567
S -0.51 -1.78 0.41  0.117
S -2.07 -0.34 0.45  0.037
C -1.55 0.59 2.02  -0.715
H 1.23 -0.83 -2.60  0.207
H 0.51 0.76 -2.79  0.209
H -0.49 -0.46 -2.09  0.221
H 0.15 1.10 -0.43  0.206
H 1.87 0.98 -0.73  0.211
H 1.02 -0.29 1.33  0.206
H 1.78 -1.37 0.16  0.231
H -2.47 1.10 2.26  0.230
H -0.64 1.18 1.91  0.212
H -1.21 -0.18 2.71  0.225

***

Record 4
This record from OMol25 describes the ion C4H11BrNO with charge +1 in a non-equilibrium geometry. The level of theory is wB97M-V/def2-TZVPD.

Output
structure (SMILES) = CC(C)(Br)[C@H]([NH3+])O
HOMO energy = -0.531 hartree
2S+1 = 1
charge = +1
energy relative to the best compared isomer or geometry (same formula, charge and spin) = 109.2 kJ/mol
E_LUMO = -3.8 eV
total energy = -77898.5119 eV

Each line ends with the natural charge from an NBO analysis.
Element x y z (Å)
C -0.34 -0.41 -1.67  -0.684
C -0.21 -0.78 -0.25  0.009
C 1.30 -1.00 0.07  -0.739
Br -1.21 -2.56 -0.01  0.029
C -1.02 0.17 0.67  0.168
N -0.19 1.39 0.88  -0.708
O -1.11 -0.40 2.01  -0.745
H -1.27 -0.49 -2.11  0.246
H 0.21 0.59 -1.90  0.219
H 0.43 -1.06 -2.22  0.256
H 1.44 -0.83 1.15  0.231
H 1.55 -2.08 -0.17  0.288
H 2.12 -0.55 -0.56  0.260
H -2.02 0.14 0.26  0.242
H 0.74 1.26 0.56  0.447
H -0.60 2.16 0.25  0.467
H -0.20 1.58 1.94  0.498
H -1.15 -1.42 1.94  0.516

***

Record 5
This record from OMol25 describes a cluster of 2 separate species, C4H11BrSi in total in a non-equilibrium geometry. The level of theory is wB97M-V/def2-TZVPD.

Output
HOMO energy (spin up / spin down) = -0.212 / -0.372 hartree
2S+1 = 3
energy relative to the best compared isomer or geometry (same formula, charge and spin) = 150.9 kJ/mol
E_LUMO (spin up / spin down) = 0.8 / -2.2 eV
total energy = -82241.8302 eV

Each line ends with the natural charge from an NBO analysis.
Element x y z (Å)
C -0.21 -1.72 3.27  -0.323
C 0.51 0.35 -0.30  -1.099
C -0.68 1.85 -2.94  -1.022
C 0.94 -1.06 3.03  -0.329
Si -0.47 0.15 -1.93  1.192
Br 0.70 -1.35 -3.10  -0.319
H -1.97 -0.29 -1.69  -0.163
H -0.97 -1.51 2.42  0.144
H -0.58 -2.24 4.14  0.181
H 1.50 0.29 -0.25  0.242
H 0.38 1.31 0.18  0.242
H 0.10 -0.39 0.39  0.235
H 0.31 2.33 -2.93  0.234
H -1.06 1.51 -3.87  0.235
H -1.35 2.37 -2.38  0.222
H 1.12 -0.37 2.20  0.172
H 1.73 -1.22 3.77  0.156

***

Record 6
This record from OMol25 describes a structure of composition C4H11CaO2 in a non-equilibrium geometry. The level of theory is wB97M-V/def2-TZVPD.

Output
HOMO energy (spin up / spin down) = -0.159 / -0.338 hartree
2S+1 = 2
E_LUMO (spin up / spin down) = 0.6 / 0.3 eV
total energy = -26858.4763 eV

Each line ends with the natural charge from an NBO analysis.
Element x y z (Å)
C -1.97 0.80 0.06  -0.884
H -1.00 1.32 0.06  0.221
H -1.97 0.14 0.94  0.214
H -2.12 0.17 -0.83  0.220
Ca -5.25 1.23 1.67  0.938
O -4.96 2.97 0.77  -1.075
H -2.75 1.62 0.01  0.223
C -5.70 2.44 4.72  -0.256
O -5.25 2.64 3.39  -0.649
C -5.40 3.97 2.91  -0.102
C -4.66 4.05 1.58  -0.086
H -5.53 1.38 4.97  0.206
H -5.13 3.07 5.41  0.184
H -6.77 2.67 4.81  0.184
H -4.98 4.68 3.65  0.179
H -6.48 4.18 2.79  0.175
H -3.57 4.10 1.80  0.145
H -4.93 5.02 1.11  0.163

***

- What is the formula in the fourth record?
  C4H11BrNO